C4H5NO2 | ωB97M-V/def2-TZVPD

Properties
**HOMO-LUMO gap**: 9.774 eV
**Charge**: 0
**SMILES string**: O=CC(=O)N1CC1
**Energy relative to the best compared isomer or geometry (same formula, charge and spin)**: 184.3 kJ/mol
**LUMO energy**: -0.2 eV

Element x y z (Å)
H  -2.050  -1.464  0.602
C  -1.397  -0.910  -0.066
O  1.462  1.885  0.221
H  -1.741  1.069  0.933
H  2.986  0.570  -0.080
O  1.519  -1.490  -0.503
N  -0.203  -0.374  0.535
C  -1.221  0.562  0.126
H  -1.015  1.173  -0.749
C  1.910  0.776  0.070
C  1.048  -0.484  -0.016
H  -1.299  -1.312  -1.072

Atomic forces in eV per Å
H 0.1067 0.0968 -0.1159
C -0.1661 -0.2219 -0.0852
O 0.2454 -0.5606 -0.0392
H 0.0799 -0.0777 -0.1214
H -0.0741 0.0487 0.0047
O -0.1522 0.3397 0.1643
N 0.2981 -0.0871 -0.0267
C -0.1261 0.2772 -0.0393
H -0.0529 -0.1120 0.1196
C -0.0662 0.4876 0.0248
C -0.0873 -0.2472 -0.0570
H -0.0052 0.0565 0.1713